a | ORCA calculation (wB97M-V/def2-TZVPD) on an isolated molecule of CH5BS.

Element x y z (Å)
1 C 1.103 0.033 0.350
2 B -0.236 -0.053 -0.422
3 S -1.707 -0.588 0.482
4 H 1.275 -0.702 1.068
5 H 0.866 1.043 0.764
6 H 1.990 -0.004 -0.387
7 H -0.555 0.461 -1.460
8 H -2.735 -0.190 -0.395

## Properties
LUMO level: 0.51 eV
highest occupied orbital energy: -10.11 eV
orbital gap: 0.390 Ha
SMILES string: CBS

=====

b | ORCA calculation (wB97M-V/def2-TZVPD) on an isolated molecule of CH5BS.

Element x y z (Å)
1 B -0.584 -0.771 -0.185
2 C -0.319 0.729 -0.145
3 S 1.327 -0.087 0.037
4 H -0.898 -1.572 0.704
5 H -0.573 -1.280 -1.284
6 H -0.351 1.346 0.741
7 H -0.141 1.323 -1.149
8 H 1.541 0.313 1.281

## Properties
LUMO level: 0.53 eV
highest occupied orbital energy: -10.12 eV
orbital gap: 0.391 Ha

=====

Most stable to least stable, the ends of the list are a and b.

=====

a | ORCA calculation (wB97M-V/def2-TZVPD) on an isolated molecule of C2H4N2O3.

Element x y z (Å)
1 O -2.470 0.280 -0.056
2 N -1.590 -0.884 -0.369
3 C -0.406 -0.478 0.069
4 N 0.056 0.994 0.357
5 O 1.257 0.806 -0.623
6 C 1.768 -0.307 0.010
7 O 0.684 -1.190 0.010
8 H -3.386 0.074 0.015
9 H -0.563 1.716 -0.160
10 H 2.549 -0.918 -0.420
11 H 2.101 -0.094 1.166

## Properties
LUMO level: 0.72 eV
highest occupied orbital energy: -9.46 eV
orbital gap: 0.374 Ha
SMILES string: O/N=C1\NOCO1

=====

b | ORCA calculation (wB97M-V/def2-TZVPD) on a structure of composition C2H4N2O3.

Element x y z (Å)
1 N -0.748 0.222 0.194
2 C 0.372 -0.596 0.509
3 N -0.719 1.568 0.463
4 C 1.312 -0.703 -0.591
5 O -1.237 -0.138 -1.093
6 O 0.533 -0.976 1.668
7 O 2.174 -0.433 -1.334
8 H -1.852 -0.869 -0.913
9 H -0.018 2.117 -0.027
10 H -0.562 1.704 1.458
11 H 0.745 -1.896 -0.333

## Properties
LUMO level: -0.15 eV
highest occupied orbital energy: -9.07 eV
orbital gap: 0.328 Ha

=====

c | ORCA calculation (wB97M-V/def2-TZVPD) on an isolated molecule of C2H4N2O3.

Element x y z (Å)
1 O -1.676 0.013 -0.421
2 C -1.099 -0.978 -0.079
3 N 0.208 -1.046 0.201
4 C 1.044 -0.057 -0.190
5 O 2.296 -0.367 -0.100
6 N 0.548 1.111 -0.425
7 O -0.247 1.950 0.402
8 H -1.654 -1.921 0.303
9 H 0.504 -1.963 0.675
10 H 1.305 1.805 -0.692
11 H -1.228 1.452 0.326

## Properties
LUMO level: 0.43 eV
highest occupied orbital energy: -9.69 eV
orbital gap: 0.372 Ha
SMILES string: O=CNC(=O)NO

=====

Most stable to least stable, the ends of the list are c and b.

=====

a | ORCA calculation (wB97M-V/def2-TZVPD) on an isolated molecule of C18H21BrN2O3S2.

Element x y z (Å)
1 O -1.199 -0.752 3.175
2 C -0.600 -0.303 2.220
3 N 0.741 -0.367 2.089
4 C 1.567 -1.135 2.989
5 C 2.162 -2.365 2.288
6 C 1.070 -3.189 1.665
7 C 0.188 -3.904 2.466
8 C -0.855 -4.615 1.902
9 C -1.029 -4.622 0.528
10 C -0.152 -3.919 -0.278
11 C 0.890 -3.205 0.289
12 C -1.314 0.402 1.065
13 C -0.780 1.826 0.869
14 C -1.328 2.449 -0.416
15 N -1.149 1.594 -1.572
16 S 0.427 1.503 -2.126
17 O 0.467 0.528 -3.170
18 O 1.413 1.414 -1.082
19 C 0.577 3.114 -2.853
20 C 1.413 4.131 -2.503
21 C 1.247 5.276 -3.309
22 C 0.281 5.085 -4.252
23 Br -0.280 6.328 -5.527
24 S -0.438 3.509 -4.179
25 C -1.771 0.292 -1.406
26 C -1.171 -0.439 -0.210
27 H 1.176 -0.038 1.240
28 H 2.370 -0.501 3.380
29 H 0.918 -1.441 3.813
30 H 2.865 -2.037 1.519
31 H 2.710 -2.953 3.027
32 H 0.317 -3.899 3.538
33 H -1.536 -5.163 2.536
34 H -1.846 -5.176 0.088
35 H -0.279 -3.920 -1.351
36 H 1.571 -2.658 -0.349
37 H -2.376 0.451 1.332
38 H 0.307 1.817 0.800
39 H -1.064 2.445 1.722
40 H -2.401 2.646 -0.325
41 H -0.818 3.393 -0.625
42 H 2.118 4.047 -1.698
43 H 1.807 6.187 -3.200
44 H -2.846 0.450 -1.279
45 H -1.594 -0.262 -2.328
46 H -1.659 -1.405 -0.070
47 H -0.117 -0.621 -0.429

## Properties
LUMO level: 0.10 eV
highest occupied orbital energy: -9.05 eV
orbital gap: 0.336 Ha
SMILES string: O=C(NCCc1ccccc1)C1CCN(S(=O)(=O)c2ccc(Br)s2)CC1

=====

b | ORCA calculation (wB97M-V/def2-TZVPD) on an isolated molecule of C18H21BrN2O3S2.

Element x y z (Å)
1 C -1.404 -1.835 -1.886
2 S -1.536 -0.935 -0.315
3 O -2.083 -1.771 0.702
4 O -0.244 -0.354 -0.072
5 N -2.637 0.290 -0.667
6 C -2.079 1.425 -1.371
7 C -0.891 2.103 -0.663
8 O -1.003 2.623 0.427
9 N 0.225 2.182 -1.413
10 C 1.479 2.634 -0.851
11 C 2.343 1.447 -0.447
12 S 2.766 0.442 -1.916
13 C 2.662 -1.235 -1.180
14 C 3.655 -1.403 -0.079
15 C 3.230 -1.456 1.242
16 C 4.151 -1.585 2.266
17 C 5.504 -1.656 1.980
18 C 5.934 -1.598 0.664
19 C 5.015 -1.471 -0.360
20 C -3.684 0.448 0.264
21 C -3.759 1.516 1.151
22 C -4.803 1.601 2.055
23 C -5.774 0.615 2.103
24 C -5.715 -0.453 1.225
25 C -4.682 -0.520 0.309
26 Br -4.666 -1.933 -0.946
27 H -2.251 -1.589 -2.512
28 H -1.412 -2.892 -1.654
29 H -0.471 -1.551 -2.357
30 H -2.871 2.171 -1.487
31 H -1.777 1.074 -2.362
32 H 0.331 1.576 -2.214
33 H 1.243 3.235 0.030
34 H 1.994 3.251 -1.593
35 H 3.268 1.773 0.027
36 H 1.778 0.800 0.222
37 H 2.858 -1.912 -2.012
38 H 1.641 -1.356 -0.819
39 H 2.173 -1.401 1.464
40 H 3.812 -1.627 3.291
41 H 6.223 -1.756 2.780
42 H 6.989 -1.652 0.437
43 H 5.346 -1.414 -1.387
44 H -2.980 2.263 1.135
45 H -4.846 2.437 2.736
46 H -6.580 0.673 2.818
47 H -6.469 -1.224 1.239

## Properties
LUMO level: 0.38 eV
highest occupied orbital energy: -8.61 eV
orbital gap: 0.330 Ha
SMILES string: CS(=O)(=O)N(CC(=O)NCCSCc1ccccc1)c1ccccc1Br

=====

Most stable to least stable, the ends of the list are a and b.

=====

a | ORCA calculation (wB97M-V/def2-TZVPD) on a cluster of 2 separate species, C2H3BrF2S in total.

Element x y z (Å)
1 C -0.998 0.021 0.232
2 C 1.183 -0.640 0.107
3 F 1.450 -1.277 1.252
4 F 1.101 -1.514 -0.955
5 S -1.089 1.719 0.368
6 Br 2.175 0.891 -0.189
7 H -1.174 -0.365 -0.733
8 H -1.437 -0.613 0.930
9 H -1.209 1.779 -1.011

## Properties
LUMO level: 0.53 eV
highest occupied orbital energy: -8.45 eV
orbital gap: 0.330 Ha

=====

b | ORCA calculation (wB97M-V/def2-TZVPD) on a cluster of 2 separate species, C2H3BrF2S in total.

Element x y z (Å)
1 F 1.174 -0.535 -1.271
2 C 1.573 -0.744 -0.050
3 F 1.712 0.457 0.572
4 Br 3.437 -1.363 -0.288
5 H 0.860 -1.440 0.545
6 C -2.207 1.027 0.130
7 S -1.655 -0.235 0.906
8 H -3.307 1.205 -0.013
9 H -1.587 1.628 -0.530

## Properties
LUMO level: -0.67 eV
highest occupied orbital energy: -9.23 eV
orbital gap: 0.315 Ha
SMILES string: FC(F)Br.C=S

=====

Most stable to least stable, the ends of the list are b and a.

=====

a | ORCA calculation (wB97M-V/def2-TZVPD) on a structure of composition C7H26O7.

Element x y z (Å)
1 C 0.437 1.492 2.049
2 O -0.958 1.324 1.879
3 C 1.227 0.443 1.275
4 C 1.874 0.882 -0.028
5 C 2.314 -0.299 -0.871
6 C 3.124 -1.243 -0.370
7 C 3.787 -2.348 -1.151
8 C 1.912 -0.240 -2.317
9 H 0.697 1.478 3.106
10 H 0.725 2.505 1.724
11 H -1.134 1.454 0.964
12 H 0.537 -0.359 1.057
13 H 1.935 -0.010 1.957
14 H 1.175 1.476 -0.610
15 H 2.771 1.458 0.132
16 H 3.425 -1.142 0.662
17 H 4.751 -1.997 -1.446
18 H 3.881 -3.257 -0.566
19 H 3.251 -2.613 -2.050
20 H 0.850 -0.492 -2.430
21 H 2.078 0.764 -2.699
22 H 2.371 -0.981 -2.950
23 H 1.211 2.081 -2.563
24 H 0.684 3.603 -2.321
25 O 0.477 2.694 -2.510
26 H -1.900 0.126 -1.699
27 H -1.860 -1.245 -2.456
28 O -1.468 -0.734 -1.746
29 H -2.598 0.651 3.794
30 H -3.946 0.296 3.147
31 O -3.424 0.185 3.945
32 H -3.093 0.342 0.795
33 H -4.516 -0.206 0.468
34 O -4.019 0.381 1.042
35 H 0.457 -3.971 0.457
36 H -0.813 -3.653 1.360
37 O -0.298 -4.330 0.923
38 H -1.181 1.740 -1.767
39 H -2.665 1.606 -2.037
40 O -1.919 1.118 -1.676

## Properties
LUMO level: -0.09 eV
highest occupied orbital energy: -8.95 eV
orbital gap: 0.326 Ha

=====

b | ORCA calculation (wB97M-V/def2-TZVPD) on a cluster of 7 separate species, C7H26O7 in total.

Element x y z (Å)
1 C -1.341 -0.141 -0.620
2 C -0.086 -0.364 -0.253
3 C 0.972 -1.001 -1.135
4 C 0.838 -0.752 -2.685
5 C 0.486 0.306 1.009
6 C 1.389 1.450 0.628
7 C 0.720 2.798 0.668
8 O 0.279 3.274 1.952
9 H -1.721 -0.496 -1.577
10 H -2.180 0.102 0.013
11 H 2.020 -0.817 -0.899
12 H 0.848 -2.069 -0.911
13 H 1.251 0.214 -2.969
14 H -0.217 -0.483 -2.760
15 H 1.060 -1.685 -3.183
16 H 0.959 -0.432 1.659
17 H -0.488 0.481 1.489
18 H 1.956 1.398 -0.290
19 H 2.111 1.590 1.428
20 H -0.049 2.946 -0.104
21 H 1.386 3.657 0.484
22 H -0.516 2.799 2.203
23 O -2.049 -3.205 0.532
24 H -1.409 -3.839 0.177
25 H -2.374 -3.704 1.292
26 O 4.278 2.382 0.920
27 H 3.649 2.743 0.287
28 H 3.730 2.316 1.707
29 O -4.034 -1.151 0.759
30 H -3.389 -1.802 1.004
31 H -4.296 -0.685 1.557
32 O 3.852 -1.183 1.124
33 H 4.185 -0.282 1.112
34 H 3.368 -1.466 1.894
35 O -3.267 2.475 -0.300
36 H -3.943 2.024 0.210
37 H -3.502 2.494 -1.223
38 O -1.265 -3.599 -1.916
39 H -2.221 -3.496 -1.825
40 H -0.992 -2.796 -1.459

## Properties
LUMO level: 0.15 eV
highest occupied orbital energy: -9.25 eV
orbital gap: 0.345 Ha
SMILES string: C=C(CC)CCCO.O.O.O.O.O.O

=====

Most stable to least stable, the ends of the list are b and a.